14
Properties=species:S:1:pos:R:3:forces:R:3:lowdin_charge:R:1 method="wB97M-V/def2-TZVPD" relative_energy_kcal_mol=69.9 e_tot_ha=-307.60109 fmax_ev_per_a=1.516 lumo_ha=0.0411 homo_energy_ha=-0.3268 orbital_gap_ev=10.0 charge=0
C -0.30891 1.43443 -1.28001 -0.01 0.16 -0.28 -0.11
O -0.31154 0.92853 0.04156 0.02 -0.08 0.14 -0.20
C 0.89335 0.49316 0.49263 0.19 -0.09 0.15 -0.30
C 1.02858 -0.14680 1.64974 -0.03 0.08 -0.07 0.01
C 0.09096 -1.98860 -1.31140 -0.41 -1.34 0.59 0.02
O -0.21240 -2.97405 -0.83471 0.40 1.25 -0.61 0.03
H -1.30878 1.83307 -1.46463 0.17 -0.08 0.01 0.09
H 0.42356 2.24622 -1.39127 -0.12 -0.14 0.03 0.09
H -0.08847 0.63969 -2.00337 -0.04 0.17 0.11 0.06
H 1.74296 0.71333 -0.15865 -0.16 -0.05 0.13 0.12
H 2.01224 -0.45422 1.98659 -0.16 0.06 -0.09 0.05
H 0.16714 -0.36028 2.27667 0.16 0.04 -0.11 0.05
H -1.92140 -0.87566 0.84152 -0.06 -0.09 0.06 0.02
H -2.20731 -1.48883 1.15535 0.02 0.08 -0.05 0.05